1.
Below is 2 unconnected molecules or ions with the total composition C4H11N3O2 in a non-equilibrium geometry, with properties calculated with ωB97M-V/def2-TZVPD.

Its charge is -1. As for the orbital gap (spin up / spin down): 2.735 / 7.292 eV. Its molar mass is 133.15 g/mol. Its multiplicity is 2. The calculation puts the HOMO energy (spin up / spin down) at 1.081 / -3.543 eV.

XYZ file:
```
20
Properties=species:S:1:pos:R:3:forces:R:3:lowdin_spin:R:1
C -2.574187 -0.010673 0.492911 -0.119 -0.352 0.522 0.09
C -0.635597 1.286624 1.139890 -0.134 -0.335 0.742 0.39
N -1.248491 0.477514 0.258423 0.426 0.218 -0.904 0.16
N -1.299751 2.222547 1.965897 0.295 0.162 -0.513 0.10
N 0.698088 1.064532 1.584741 -0.001 0.170 0.290 0.10
H -0.249249 -0.421419 -0.517714 -0.815 0.373 0.958 0.00
H -2.624135 -0.815825 1.281945 0.047 0.193 0.065 0.04
H -2.926848 -0.507015 -0.407565 -0.169 0.086 -0.221 0.01
H -2.203698 2.545921 1.686837 -0.072 0.074 0.158 0.02
H -0.959456 2.392857 2.894747 -0.249 -0.165 0.083 0.02
H 1.123619 0.246546 1.174462 -0.194 -0.013 -0.162 0.00
H 1.300192 1.865069 1.403615 0.176 0.109 -0.176 0.04
H -3.344952 0.729950 0.799880 0.339 -0.095 -0.208 0.00
C 1.909429 -2.498378 -1.931951 0.906 0.472 -0.173 0.01
C 1.352111 -1.164784 -1.483753 -0.909 -0.289 0.573 0.01
O 0.288064 -1.316386 -0.717321 0.734 -0.295 -0.830 0.01
O 1.838440 -0.102213 -1.799393 0.320 0.151 -0.239 0.01
H 2.041707 -2.466724 -3.010686 -0.220 -0.104 -0.164 0.00
H 1.294089 -3.322746 -1.617289 -0.161 -0.267 0.051 0.00
H 2.931144 -2.593203 -1.545582 -0.200 -0.092 0.147 0.00
```
Positions in Å, forces in eV/Å.

=====

2.
Below is a molecular structure, C4H11N3O2 in a non-equilibrium geometry, with properties calculated with ωB97M-V/def2-TZVPD.

Its charge is 0. As for the orbital gap: 7.761 eV. Its molar mass is 133.15 g/mol. The calculation puts the HOMO energy at -7.358 eV.

XYZ file:
```
20
Properties=species:S:1:pos:R:3:forces:R:3:mulliken_charge:R:1
C -0.068780 2.107642 0.149282 0.159 -0.036 0.255 -1.58
C -0.661098 0.733509 0.312210 -0.558 -0.675 -0.512 0.83
N -0.027902 -0.243610 3.015481 0.068 -0.333 -0.121 -0.44
O 0.782933 0.089209 1.903466 0.506 -1.107 -1.515 -0.51
O -1.755278 0.525185 0.827265 0.924 0.268 -0.452 -0.67
H -0.197131 -1.251084 2.999613 0.027 0.217 0.001 0.23
H -0.937657 0.200817 2.856158 0.073 -0.168 -0.171 0.25
H -0.299733 2.493734 -0.847933 -0.111 -0.013 0.084 0.39
H 1.013094 2.096512 0.281061 -0.039 -0.079 -0.033 0.36
H -0.490749 2.759084 0.912898 -0.048 -0.002 -0.111 0.37
N -0.878885 -1.573561 -0.651705 0.156 -0.130 0.131 -0.77
N 0.972858 -1.048129 -2.551735 -0.173 -0.046 -0.068 -0.37
C 0.005161 -0.451168 -0.451093 -0.796 0.777 -1.029 0.29
C 0.836678 -0.186357 -1.544204 -0.044 -0.105 0.850 -0.21
H -0.501532 -2.417355 -0.237989 -0.109 -0.019 0.072 0.23
H -1.766390 -1.361746 -0.200250 0.100 -0.039 0.032 0.30
H 1.523008 -0.821162 -3.362861 -0.055 -0.038 0.125 0.24
H 0.254404 -1.763818 -2.612916 0.138 0.055 -0.014 0.25
H 0.729835 -0.579456 0.766599 -0.224 1.420 2.464 0.45
H 1.467167 0.691755 -1.563347 0.007 0.052 0.013 0.36
```
Positions in Å, forces in eV/Å.

=====

3.
Below is 2 unconnected molecules or ions with the total composition C4H11N3O2 in a non-equilibrium geometry, with properties calculated with ωB97M-V/def2-TZVPD.

Its charge is 0. As for the orbital gap: 9.741 eV. Its molar mass is 133.15 g/mol. As for the SMILES: [H]/N=C(/N)NC.CC(=O)O. The calculation puts the HOMO energy at -8.837 eV.

XYZ file:
```
20
Properties=species:S:1:pos:R:3:forces:R:3:mulliken_charge:R:1
H -0.150677 -0.252652 2.354413 0.180 -0.121 0.202 0.16
N 0.097284 -0.346852 1.380994 0.117 -0.699 -0.566 -0.69
C 0.460921 0.788618 0.914391 -1.425 0.807 0.844 0.54
N 0.770802 0.994677 -0.386698 0.967 -0.050 0.025 -0.44
N 0.324382 1.953984 1.687996 0.193 0.495 -0.195 -0.27
C 1.297232 3.011235 1.888896 0.932 -1.428 0.051 -0.84
H 0.661289 1.943429 -0.693077 -0.079 -0.003 -0.149 0.23
H 0.432836 0.270083 -1.008083 0.037 0.143 -0.004 0.25
H -0.465042 2.003129 2.303040 0.055 -0.470 0.145 0.25
H 2.094253 2.710211 2.588641 -0.417 0.093 0.464 0.27
H 0.761453 3.861856 2.272925 0.221 0.604 -0.208 0.30
H 1.920701 3.162510 1.010799 -0.586 0.625 -0.510 0.29
C -1.299222 -2.990528 -2.571755 -1.385 0.097 -0.223 -1.11
C -0.925377 -1.967467 -1.547126 0.669 -1.219 1.766 0.85
O -0.965482 -0.768086 -1.585018 -0.479 0.456 -1.169 -0.67
O -0.473063 -2.598108 -0.445902 0.021 -0.358 -0.408 -0.46
H -1.800319 -2.518862 -3.414327 0.731 0.064 -0.402 0.33
H -2.096579 -3.645732 -2.203537 0.240 0.101 0.529 0.32
H -0.471002 -3.660090 -2.778391 0.165 0.272 -0.365 0.29
H -0.174390 -1.951347 0.231824 -0.159 0.591 0.174 0.41
```
Positions in Å, forces in eV/Å.